{
  "formula": "C3H36NO17",
  "method": "ωB97M-V with the def2-TZVPD basis set",
  "charge": -1,
  "homo_lumo_gap_ev": 9.46,
  "e_tot_ev": -39992.929,
  "species": ["C", "N", "C", "O", "O", "C", "H", "H", "H", "H", "H", "H", "H", "H", "O", "H", "H", "O", "H", "H", "O", "H", "H", "O", "H", "H", "O", "H", "H", "O", "H", "H", "O", "H", "H", "O", "H", "H", "O", "H", "H", "O", "H", "H", "O", "H", "H", "O", "H", "H", "O", "H", "H", "O", "H", "H", "O"],
  "xyz": [[-2.0778, -2.3303, -0.9153], [-1.8773, -0.8217, -0.9087], [-0.9342, -0.2815, 0.0458], [-0.7015, -0.7483, 1.1244], [-0.4176, 0.8647, -0.2872], [-0.9908, -3.1289, -1.4756], [-2.0770, -2.4663, 0.3230], [-3.0264, -2.5255, -1.4708], [-2.0249, -0.5761, -1.8463], [-0.0151, -2.5571, -1.9085], [-1.4592, -3.7088, -2.3739], [-0.6106, -3.8905, -0.6810], [-3.1349, -0.0677, 1.6667], [-3.7242, -0.4709, 0.2963], [-3.4227, 0.3436, 0.8149], [-1.8272, 0.0167, -3.6107], [-3.2357, 0.6417, -3.5734], [-2.7572, -0.1382, -3.8705], [2.6686, -0.1287, 3.1914], [1.9730, -0.5225, 4.2997], [2.9037, -0.4381, 4.0178], [0.4308, -0.4109, -2.9113], [0.4131, 0.8966, -2.2606], [0.2079, 0.5220, -3.0318], [3.5209, -3.7767, -0.1853], [3.5948, -2.7643, 0.9895], [3.3308, -2.9534, 0.1209], [-2.5446, 1.6136, -1.1108], [-3.8787, 2.0890, -0.6542], [-3.4285, 1.6886, -1.5107], [4.3424, -1.1146, 0.0384], [3.9349, -0.2653, 1.2724], [4.6327, -0.9808, 0.9103], [2.6456, -1.3737, -1.0943], [2.7518, 0.0629, -0.6569], [2.7036, -0.5098, -1.4114], [-3.0823, 0.3960, 3.1687], [-1.7131, -0.3722, 3.1962], [-2.6595, -0.4024, 3.4072], [0.0912, 2.6721, -0.7342], [-1.0904, 3.0085, -1.6452], [-0.1137, 2.9119, -1.6077], [1.8377, 0.0555, 0.8421], [0.7519, -0.6474, 1.7700], [1.7340, -0.4892, 1.6217], [-1.1943, 1.8694, 2.8894], [-0.5338, 0.2746, 2.4702], [-0.6178, 1.1041, 3.0340], [3.1903, 1.8266, -1.8528], [3.5939, 2.7522, -0.7890], [4.0348, 2.2341, -1.4519], [1.0991, 1.5527, 0.1135], [1.7643, 2.1712, 1.1570], [2.0136, 1.8875, 0.3055], [-2.3184, 2.1817, 0.8466], [-0.9490, 2.4458, 0.7904], [-1.7269, 2.7784, 1.1061]],
  "atomic_forces_ev_per_a": [[-0.89, 2.92, 4.60], [1.33, -3.34, 2.04], [-0.61, 3.67, -4.85], [-0.95, -3.49, 2.86], [-0.82, -1.51, -0.07], [2.96, -2.47, -2.06], [-0.76, -0.41, -3.27], [0.48, 0.17, 1.02], [0.61, 1.76, -1.04], [-2.43, -1.09, 1.18], [1.32, 0.67, 1.45], [-0.47, 1.19, -1.65], [-0.19, 0.05, -0.89], [0.82, 1.99, 0.72], [-1.24, -1.66, 0.62], [-0.25, 0.36, -0.37], [0.06, 0.12, 0.23], [0.49, -0.31, 0.11], [-0.11, 1.00, -3.56], [0.64, -0.22, 0.69], [-0.43, -0.86, 3.28], [0.20, 0.29, -0.05], [0.96, 2.69, 5.03], [-1.45, -3.18, -5.44], [0.98, -3.62, -0.73], [0.83, 0.21, 1.86], [-2.23, 2.85, -1.56], [0.13, -0.55, -0.53], [0.81, -1.32, -2.82], [-0.96, 1.92, 2.83], [-0.42, -0.25, -1.97], [2.53, -2.53, -1.08], [-1.39, 3.27, 3.49], [-0.19, -2.44, 1.11], [0.20, 0.55, 0.38], [-0.01, 1.81, -1.76], [-0.08, 1.60, 0.17], [-0.98, 0.57, 0.44], [-0.33, -2.58, 0.54], [0.14, -0.25, 1.25], [1.05, -0.14, 0.11], [-1.00, 1.77, -2.36], [-0.60, 0.17, 0.09], [1.70, 0.20, -1.13], [-0.16, -0.73, 1.05], [0.01, -1.00, -1.17], [-0.75, 2.73, -0.55], [1.93, -0.65, 1.35], [2.18, 0.66, 0.49], [-0.03, 0.50, 0.75], [-1.85, -1.11, -1.58], [0.18, -0.60, -0.85], [0.42, 0.87, 2.35], [-0.84, -0.38, -1.23], [-4.06, -4.07, -1.48], [3.26, -1.58, -1.16], [0.27, 5.80, 3.10]],
  "mulliken_charge": [-0.296, 0.634, -0.200, -1.098, -0.043, -0.907, 0.163, 0.371, -0.033, 0.078, 0.316, 0.251, 0.332, 0.339, -0.554, 0.356, 0.314, -0.712, 0.377, 0.304, -0.664, 0.321, 0.275, -0.711, 0.207, 0.294, -0.516, 0.169, 0.362, -0.639, 0.418, 0.327, -0.685, 0.409, 0.024, -0.675, 0.334, 0.413, -0.786, 0.305, 0.337, -0.741, 0.061, 0.255, -0.375, 0.366, 0.268, -0.686, 0.363, 0.311, -0.672, 0.643, 0.351, -0.649, 0.201, 0.595, -0.802]
}

=====

{
  "formula": "C3H38N2O14S",
  "method": "ωB97M-V with the def2-TZVPD basis set",
  "charge": 0,
  "homo_lumo_gap_ev": 8.93,
  "e_tot_ev": -46204.511,
  "species": ["N", "C", "C", "S", "C", "N", "H", "H", "H", "H", "H", "H", "H", "H", "H", "H", "H", "H", "O", "H", "H", "O", "H", "H", "O", "H", "H", "O", "H", "H", "O", "H", "H", "O", "H", "H", "O", "H", "H", "O", "H", "H", "O", "H", "H", "O", "H", "H", "O", "H", "H", "O", "H", "H", "O", "H", "H", "O"],
  "xyz": [[-0.4839, -1.5187, -0.4227], [0.9757, -1.2555, 0.0048], [1.7163, -1.8726, -1.1361], [1.9879, -3.6703, -1.2070], [1.1786, 0.2200, 0.0442], [1.2190, 0.5132, 1.5162], [-1.1455, -1.2806, 0.3353], [1.0857, -3.8195, -2.1377], [-0.7548, -2.5462, -0.4082], [1.1744, -1.8996, 1.0207], [2.6674, -1.4076, -1.3055], [1.2589, -1.4481, -1.9705], [2.2798, 0.5469, -0.2431], [0.5324, 0.8897, -0.5393], [1.1580, 1.4537, 1.7421], [0.4468, 0.1438, 2.1455], [0.1778, -1.3688, 5.0499], [-0.9458, -0.4161, 4.4953], [-0.2243, -0.8986, 4.1719], [2.0176, 0.7148, -3.4710], [3.5075, 1.0157, -3.3038], [2.9469, 0.2601, -3.5105], [0.4328, 2.5356, -3.1420], [1.6600, 3.4984, -2.4013], [0.9749, 3.4164, -3.1092], [5.3419, -0.2306, -1.7272], [4.8843, -1.1822, -0.7989], [4.5584, -0.3052, -1.1573], [-0.6462, -2.3522, 3.2144], [-0.0901, -3.0477, 1.9117], [-0.6470, -3.1761, 2.7320], [-0.3373, 1.1132, -2.8941], [-0.6150, -0.3036, -2.4593], [-0.1991, 0.5998, -2.1743], [3.4016, 1.9348, -1.0682], [3.6962, 2.9609, -2.1835], [3.5887, 2.9163, -1.3268], [-1.2028, 1.7628, 4.4535], [-2.4849, 1.3171, 4.3133], [-1.7586, 1.1589, 4.8745], [-3.7329, -2.7120, -1.4265], [-4.6196, -3.1684, -0.4130], [-4.6640, -2.7021, -1.2604], [-4.3620, -0.6682, -1.8250], [-3.2077, 0.1789, -1.7752], [-3.5449, -0.4945, -2.3256], [-2.2201, -3.1463, 1.6459], [-2.4085, -4.7042, 1.4300], [-2.6343, -3.8439, 1.0450], [0.6557, 4.5469, 0.3959], [1.8739, 3.6154, 0.7836], [1.2122, 3.9340, 0.0378], [-3.4558, 3.0644, 2.0704], [-2.2662, 2.1843, 2.0939], [-3.1004, 2.3061, 2.5994], [-2.4435, 2.8577, -0.7328], [-1.8097, 1.6401, -0.1288], [-2.6067, 2.1395, -0.1427]],
  "atomic_forces_ev_per_a": [[-0.98, -1.34, 1.55], [-2.19, -3.50, 0.22], [1.94, -0.01, 0.48], [-0.05, 0.72, 0.53], [2.77, 2.10, 2.80], [-1.38, -1.68, 1.13], [0.52, 0.72, -0.28], [-0.65, -0.57, -0.65], [1.22, 1.10, -0.44], [0.05, 2.24, -2.13], [0.80, 0.04, 0.65], [-1.15, -0.22, -1.86], [-2.03, -1.15, 0.07], [0.16, -1.01, 0.71], [0.27, 2.46, -0.02], [1.11, -0.21, -1.52], [-1.41, 1.76, -3.31], [-1.99, 1.65, 0.99], [3.54, -3.42, 2.36], [2.43, -1.44, -0.11], [0.22, -0.17, -0.05], [-2.76, 1.59, 0.03], [2.40, 2.92, 0.87], [-1.24, -0.94, -0.19], [-1.01, -1.62, -0.50], [-0.40, 0.91, -0.37], [-1.30, 1.15, 0.17], [1.99, -1.96, 0.37], [0.43, 0.96, 0.44], [-0.82, -0.13, 1.53], [0.63, -0.78, -1.87], [-1.04, 2.43, -3.66], [0.93, 2.06, 1.30], [-0.90, -4.53, 1.17], [0.65, 2.54, -0.93], [1.03, 0.18, -7.02], [-1.46, -2.80, 7.81], [2.26, 1.62, -0.53], [-2.43, -0.02, -0.88], [-0.15, -1.35, 1.52], [1.07, 0.36, -0.84], [-0.59, -0.01, 0.12], [-0.53, -0.52, 0.92], [0.07, -0.62, -0.56], [1.19, 1.53, 0.81], [-1.03, -0.70, -0.33], [-0.52, -1.86, -0.73], [0.07, 0.58, 0.05], [0.15, 1.10, 0.38], [-2.20, 2.61, 1.78], [-2.13, 1.28, -2.39], [4.24, -3.85, 0.60], [0.01, -1.03, 0.83], [-0.79, -0.22, 0.40], [0.72, 1.14, -1.02], [0.24, 0.75, -0.74], [1.21, -0.76, -0.22], [-1.18, -0.07, 0.56]],
  "mulliken_charge": [-0.357, 0.903, -1.069, -0.208, 0.645, -0.653, 0.143, 0.137, 0.229, 0.298, 0.016, 0.373, -0.904, 0.328, 0.229, 0.063, 0.327, 0.388, -0.729, 0.327, 0.241, -0.631, 0.143, 0.328, -0.643, 0.281, 0.253, -0.528, 0.463, 0.398, -0.760, 0.263, 0.228, -0.405, 0.305, 0.256, -0.693, 0.285, 0.376, -0.661, 0.333, 0.324, -0.665, 0.343, 0.292, -0.615, 0.384, 0.292, -0.650, 0.235, 0.314, -0.515, 0.315, 0.298, -0.657, 0.317, 0.321, -0.650]
}

=====

{
  "formula": "C3H38NO15",
  "method": "ωB97M-V with the def2-TZVPD basis set",
  "charge": 1,
  "homo_lumo_gap_ev": 10.65,
  "e_tot_ev": -35924.726,
  "species": ["C", "C", "C", "O", "N", "H", "H", "H", "H", "H", "H", "H", "H", "H", "H", "H", "H", "O", "H", "H", "O", "H", "H", "O", "H", "H", "O", "H", "H", "O", "H", "H", "O", "H", "H", "O", "H", "H", "O", "H", "H", "O", "H", "H", "O", "H", "H", "O", "H", "H", "O", "H", "H", "O", "H", "H", "O"],
  "xyz": [[1.2173, 0.3837, 0.9598], [0.9171, 1.7446, 0.2949], [2.1982, 2.6110, 0.3248], [0.6770, 1.4957, -1.1370], [0.0012, -0.4457, 1.2232], [1.8873, -0.3421, 0.4943], [1.5099, 0.5309, 2.0446], [0.0411, 2.2134, 0.7526], [2.0515, 3.4940, 1.0066], [2.0846, 3.1334, -0.6159], [3.0558, 2.0185, 0.5487], [1.5601, 1.2043, -1.4236], [0.1988, -1.4299, 1.4782], [-0.4029, -0.5860, 0.2937], [-0.6103, 0.0452, 1.8758], [-0.9254, -4.7970, 1.4598], [-1.1396, -3.6898, 0.5491], [-0.9819, -3.8296, 1.5028], [-1.2280, -0.3214, -3.9158], [-0.4820, 0.7287, -3.1072], [-0.3425, 0.0717, -3.7935], [-2.9003, 1.1417, 3.1525], [-3.1195, 0.5602, 1.8178], [-2.4862, 0.5035, 2.5614], [-0.1059, -3.6362, -1.8316], [-1.4190, -2.8437, -1.4399], [-1.0084, -3.7241, -1.4745], [-1.1428, 2.6594, -2.6142], [-0.9668, 3.3161, -4.1015], [-1.1842, 3.4320, -3.1768], [-2.7324, 3.0901, -1.6973], [-3.9731, 2.4501, -2.2354], [-3.2266, 2.2670, -1.6285], [3.2187, -0.7220, 1.5781], [4.2253, -1.8572, 1.6133], [4.1269, -0.9342, 1.3804], [-0.1559, -0.4726, -1.4063], [0.8818, -0.7742, -2.3095], [0.6040, -1.0685, -1.4336], [-3.4452, -2.4776, -2.9659], [-4.1309, -1.0857, -2.9152], [-3.2923, -1.5449, -2.7915], [4.1613, 1.6211, -0.8617], [4.4985, 1.7776, -2.4875], [3.8449, 1.7956, -1.7728], [-1.9175, 0.6899, -1.1115], [-2.7498, -0.6499, -1.1044], [-1.9117, -0.2350, -0.8529], [1.3662, -1.9422, 3.1169], [1.8180, -3.0489, 2.0838], [1.9289, -2.1340, 2.3444], [-0.7299, -2.9222, 3.2187], [-0.9529, -1.6925, 4.1374], [-0.2802, -2.2185, 3.7021], [1.0759, 2.2653, 2.9753], [0.3676, 2.4116, 4.2237], [0.4261, 1.7696, 3.4909]],
  "atomic_forces_ev_per_a": [[-0.20, -0.40, 3.11], [1.27, -1.50, -1.07], [-2.94, 1.91, 1.15], [-0.47, 0.57, 1.19], [-0.13, -0.26, -1.79], [0.15, 0.96, -0.54], [0.56, 0.21, -1.47], [0.05, -0.06, -0.33], [0.52, -1.11, 0.10], [1.15, -0.20, -0.42], [0.68, 0.07, -0.02], [-0.23, 0.13, -0.45], [0.48, 0.77, 0.76], [-0.96, 0.38, 0.49], [-0.55, -0.34, 0.03], [0.07, 0.11, 0.60], [0.14, 0.40, 0.03], [-0.06, -0.65, -0.74], [0.52, 0.06, 0.05], [0.07, 0.25, 0.02], [-0.61, -0.16, -0.25], [0.38, 0.03, 0.45], [0.61, -0.39, 0.16], [-0.89, 0.31, -0.70], [-0.62, 0.44, 0.24], [0.71, -0.17, -0.42], [-0.19, -0.03, 0.28], [0.56, -0.44, -0.80], [0.17, -0.74, 0.09], [-0.43, 1.29, 0.61], [0.07, 0.28, 0.01], [0.51, -0.35, 0.44], [-0.66, 0.13, -0.32], [-0.08, -0.41, 0.41], [-0.10, -0.10, 0.15], [0.80, 0.65, -0.56], [-0.31, -0.39, 0.22], [0.55, -0.62, -0.35], [0.16, -0.41, -0.41], [-0.19, -0.11, -0.12], [-0.06, -0.27, -0.19], [0.04, 0.25, 0.15], [0.67, 0.03, -1.52], [0.22, -0.25, 0.96], [-0.71, -0.07, 0.20], [-0.73, 0.27, -0.12], [0.26, 0.25, -0.40], [0.13, -0.17, 0.68], [0.00, -0.72, -0.12], [-0.22, -0.25, 0.29], [0.29, 0.47, -0.18], [-0.16, -0.07, -0.21], [-0.19, 0.01, 0.14], [-0.09, 0.23, 0.32], [0.10, -0.30, -0.37], [-0.46, -0.70, 0.08], [0.33, 1.19, 0.44]],
  "mulliken_charge": [-1.767, -0.011, -1.775, -0.220, 0.948, 1.070, 1.102, 0.544, 0.465, 0.642, 0.150, 0.293, 0.247, -0.483, 0.299, 0.298, 0.281, -0.593, 0.333, 0.176, -0.632, 0.292, 0.282, -0.598, 0.329, 0.320, -0.690, 0.411, 0.296, -0.687, 0.288, 0.287, -0.619, 0.372, 0.258, -0.641, -0.199, 0.509, -0.479, 0.297, 0.286, -0.573, 0.300, 0.279, -0.586, 0.195, 0.187, -0.407, 0.310, 0.222, -0.568, 0.314, 0.289, -0.637, 0.241, 0.308, -0.558]
}